[1]
29
Properties=species:S:1:pos:R:3 method="wB97M-V/def2-TZVPD" total_energy_ha=-567.8504 charge=+3 e_homo_ev=-23.67
Rh 0.023 -0.221 -0.079
N 2.091 0.130 0.153
C 2.429 1.277 -0.776
C 1.170 2.111 -0.999
N 0.024 1.210 -1.412
C 0.245 0.584 -2.780
C -0.501 -0.729 -2.835
N -0.098 -1.511 -1.607
C -1.341 1.893 -1.344
C -2.061 1.505 -0.060
N -2.024 0.003 0.058
H 2.173 0.464 1.121
H 2.793 -0.611 0.094
H 2.803 0.851 -1.704
H 3.233 1.889 -0.367
H 1.301 2.880 -1.765
H 0.859 2.612 -0.075
H 1.309 0.401 -2.908
H -0.072 1.304 -3.536
H -0.250 -1.310 -3.724
H -1.582 -0.602 -2.812
H 0.824 -1.934 -1.747
H -0.737 -2.296 -1.448
H -1.917 1.561 -2.208
H -1.197 2.970 -1.439
H -3.090 1.871 -0.068
H -1.584 1.908 0.840
H -2.675 -0.433 -0.598
H -2.353 -0.291 0.983

---

[2]
42
Properties=species:S:1:pos:R:3 method="wB97M-V/def2-TZVPD" total_energy_ha=-1470.2190 relative_energy_kj_mol=98.3 smiles="C[N+](=O)[O-].C[N+](=O)[O-].C[N+](=O)[O-].C[N+](=O)[O-].C[N+](=O)[O-].C[N+](=O)[O-]" e_homo_ev=-10.03
C -2.762 -3.536 -2.106
N -2.363 -3.035 -0.777
O -1.272 -3.395 -0.355
O -3.144 -2.293 -0.151
H -1.881 -3.587 -2.746
H -3.421 -2.779 -2.530
H -3.245 -4.497 -1.927
C 0.839 -2.487 2.830
N 0.281 -1.447 1.971
O 1.029 -0.562 1.625
O -0.952 -1.413 1.821
H 0.020 -3.183 3.011
H 1.136 -2.046 3.781
H 1.658 -3.018 2.343
C 1.631 -1.069 -1.727
N 0.634 -1.462 -2.734
O 1.040 -2.117 -3.722
O -0.522 -1.303 -2.532
H 2.388 -0.432 -2.185
H 2.083 -1.995 -1.372
H 1.139 -0.519 -0.925
C -1.321 2.011 4.793
N -1.261 1.839 3.302
O -2.000 1.005 2.802
O -0.481 2.550 2.744
H -2.157 1.394 5.121
H -1.401 3.061 5.076
H -0.466 1.556 5.293
C 4.120 3.041 -1.845
N 2.883 3.051 -2.729
O 2.720 4.019 -3.474
O 2.054 2.191 -2.602
H 4.588 4.023 -1.912
H 4.691 2.254 -2.338
H 3.782 2.824 -0.832
C -0.900 1.987 -0.514
N -2.047 1.178 -0.965
O -2.523 1.423 -2.066
O -2.489 0.403 -0.127
H -0.523 2.465 -1.418
H -0.222 1.236 -0.107
H -1.365 2.662 0.204

---

[3]
26
Properties=species:S:1:pos:R:3 method="wB97M-V/def2-TZVPD" total_energy_ha=-369.1506 relative_energy_kj_mol=70.6 charge=+1 e_homo_ev=-13.87
C 0.271 3.067 0.269
C 0.267 1.637 -0.177
C -0.763 0.741 0.508
C -0.744 -0.745 0.157
C 0.640 -1.325 0.332
C -1.317 -0.950 -1.270
N 0.281 1.536 -1.711
H 0.384 3.107 1.356
H 1.178 3.602 -0.027
H -0.642 3.607 0.020
H 1.247 1.241 0.110
H -1.744 1.210 0.350
H -0.530 0.942 1.554
H -1.442 -1.221 0.834
H 1.385 -1.000 -0.402
H 0.714 -2.413 0.340
H 1.082 -0.996 1.276
H -0.565 -1.084 -2.048
H -1.925 -1.858 -1.238
H -2.045 -0.165 -1.462
H -0.583 1.204 -2.017
H 0.441 2.439 -2.163
H 1.033 0.905 -1.979
H 1.710 -3.955 2.388
H 0.666 -4.993 2.886
O 1.002 -4.531 2.113

---

[4]
26
Properties=species:S:1:pos:R:3 method="wB97M-V/def2-TZVPD" total_energy_ha=-389.8610 relative_energy_kj_mol=27.9 smiles=CCC(C)CC.O.O e_homo_ev=-10.52
C 2.158 1.588 -0.828
C 0.888 1.287 -0.044
C 0.935 0.143 0.970
C 2.022 0.349 2.053
C -0.456 -0.201 1.507
C -1.090 -1.438 0.852
H 2.520 0.750 -1.431
H 1.887 2.392 -1.516
H 2.986 1.914 -0.216
H 0.061 1.046 -0.713
H 0.586 2.183 0.464
H 1.322 -0.740 0.466
H 2.924 0.695 1.556
H 2.214 -0.525 2.669
H 1.629 1.090 2.764
H -0.431 -0.295 2.598
H -1.167 0.613 1.367
H -0.342 -1.989 0.282
H -1.514 -2.140 1.569
H -1.805 -1.215 0.065
O -1.083 -1.120 -2.375
H -1.783 -1.770 -2.236
H -0.721 -1.262 -3.255
O -4.022 -0.106 -2.037
H -4.589 -0.778 -2.427
H -3.128 -0.473 -2.105

---

[5]
29
Properties=species:S:1:pos:R:3 method="wB97M-V/def2-TZVPD" total_energy_ha=-1002.3528 charge=-1 e_homo_ev=-2.48
C 0.891 1.195 2.481
C 0.484 -0.155 1.912
P -1.035 -0.026 0.860
C -1.553 -1.787 0.515
C -2.813 -1.897 -0.326
B -0.669 1.032 -0.758
N -1.762 0.905 -1.844
P 1.055 0.703 -1.639
C 1.806 -0.927 -1.132
C 2.293 2.009 -1.185
H 1.459 1.778 1.761
H 1.552 1.036 3.336
H 0.038 1.768 2.836
H 1.330 -0.610 1.392
H 0.243 -0.822 2.742
H -0.751 -2.396 0.088
H -1.768 -2.230 1.489
H -3.564 -1.174 -0.015
H -3.222 -2.906 -0.265
H -2.595 -1.714 -1.376
H -0.639 2.200 -0.392
H -1.605 0.118 -2.461
H -2.697 0.863 -1.455
H 2.731 -0.813 -0.566
H 1.126 -1.536 -0.538
H 2.052 -1.489 -2.029
H 2.303 2.305 -0.135
H 2.031 2.881 -1.777
H 3.278 1.691 -1.521

---

[6]
34
Properties=species:S:1:pos:R:3 method="wB97M-V/def2-TZVPD" total_energy_ha=-808.4956 relative_energy_kj_mol=3.2 e_homo_ev=-5.87
Li -0.074 0.418 0.922
C -2.094 1.581 -0.374
O -2.031 0.773 0.742
H -2.581 1.062 -1.230
H -2.752 2.463 -0.228
H -1.111 1.990 -0.703
C 2.244 0.704 2.725
C 2.299 1.831 1.732
O 0.974 2.299 1.381
O 1.335 -0.274 2.205
H 1.973 1.051 3.723
H 3.237 0.252 2.791
H 2.744 1.487 0.787
H 2.914 2.677 2.054
H 1.097 3.220 1.147
H 1.769 -1.127 2.219
C -1.772 -2.243 -0.738
C -2.907 -3.160 -0.276
O -3.951 -2.447 0.370
O -0.795 -2.175 0.266
H -2.061 -1.245 -1.070
H -1.464 -2.774 -1.655
H -2.393 -3.919 0.330
H -3.362 -3.703 -1.117
H -4.625 -3.081 0.635
H 0.053 -1.938 -0.122
C 1.418 0.525 -1.710
O 0.826 -0.111 -0.834
N 2.783 0.509 -1.817
N 0.756 1.244 -2.650
H 3.246 1.033 -2.534
H 3.347 -0.135 -1.299
H -0.245 1.256 -2.492
H 1.204 1.960 -3.183

---

Strongest force on any atom / eV/A: 0.868; 3.663; 2.276; 1.590; 1.385; 1.470